Molecular formula: C2H2FNS
Method: DFT, ωB97M-V with the def2-TZVPD basis set

Last column: Löwdin spin population.
Atoms and positions in Å:
1 C -1.3580 1.6319 -0.4485  0.64
2 C -1.3243 2.8008 -0.9027  0.14
3 N -1.9848 0.6659 0.2018  0.48
4 F -2.8181 -1.2989 1.0326  0.08
5 S -2.8504 -0.4269 -0.3167  0.59
6 H -2.1228 3.5048 -0.6474  0.04
7 H -0.3315 3.1420 -1.0585  0.03

Calculated values
Gap between HOMO and LUMO (alpha / beta) = 6.79 / 7.49 eV
⟨S²⟩ = 2.0101
Energy above the lowest of the compared OMol25 structures with the same formula, charge and spin = 1.0523 eV
Total charge = 0
E_HOMO (alpha / beta) = -6.6 / -9.6 eV
Max |F| = 3.464 eV Å⁻¹
Spin multiplicity = 3